DFT (ωB97M-V/def2-TZVPD) results for a molecular structure, C40H42GeN4O6S3Tc.

Computed properties:
Kohn-Sham gap, eV: 8.0
Energy above the lowest of the compared OMol25 structures with the same formula, charge and spin, eV: 0.0000
Total charge: +1
Energy, Eh: -5572.0699
Max |F|, eV Å⁻¹: 0.47

Atoms and positions in Å:
Tc1 -0.601 -0.370 0.875
O1 -2.521 -0.589 1.811
S1 -2.020 -0.641 3.225
O2 -2.641 0.284 4.114
O3 -0.553 -0.411 3.023
C1 -2.260 -2.279 3.840
C2 -2.708 -2.351 5.151
C3 -2.889 -3.585 5.763
C4 -2.614 -4.742 5.058
C5 -2.165 -4.669 3.745
C6 -1.986 -3.448 3.120
S2 -1.476 -3.529 1.405
O4 -0.839 -4.800 1.236
O5 -2.652 -3.277 0.614
O6 -0.450 -2.436 1.283
H1 -2.917 -1.438 5.689
H2 -3.238 -3.630 6.785
H3 -2.746 -5.710 5.522
H4 -1.940 -5.570 3.191
S3 1.696 -0.392 1.088
C7 2.540 1.180 0.946
C8 3.779 1.241 1.570
C9 4.528 2.406 1.474
C10 4.039 3.488 0.757
C11 2.800 3.410 0.131
C12 2.044 2.254 0.222
H5 4.159 0.388 2.119
H6 5.494 2.464 1.956
H7 4.625 4.394 0.682
H8 2.428 4.251 -0.439
H9 1.079 2.179 -0.263
N1 -2.519 0.186 -2.901
C13 -3.496 -0.565 -2.293
C14 -3.029 -0.866 -1.055
N2 -1.774 -0.312 -0.914
C15 -1.501 0.319 -2.040
H10 -2.525 0.523 -3.847
H11 -4.409 -0.833 -2.793
H12 -3.462 -1.471 -0.282
H13 -0.605 0.881 -2.254
C16 -1.712 5.719 2.696
C17 -2.251 4.358 3.110
N3 -2.195 3.365 2.030
C18 -3.303 3.356 1.070
C19 -2.987 4.043 -0.254
C20 -1.189 2.496 1.917
C21 -0.112 2.506 2.956
N4 -1.114 1.659 0.901
H14 -1.730 6.401 3.547
H15 -2.313 6.162 1.902
H16 -0.683 5.643 2.343
H17 -3.295 4.434 3.414
H18 -1.712 3.973 3.971
H19 -4.141 3.853 1.555
H20 -3.614 2.318 0.916
H21 -2.824 5.111 -0.115
H22 -3.821 3.916 -0.945
H23 -2.091 3.634 -0.725
H24 -0.515 2.227 3.930
H25 0.328 3.501 3.030
H26 0.660 1.799 2.690
H27 -1.875 1.783 0.244
C22 0.760 -0.534 -0.358
Ge1 1.501 -1.190 -2.098
C23 2.836 -2.480 -1.528
C24 4.031 -2.599 -2.238
C25 4.957 -3.576 -1.901
C26 4.696 -4.445 -0.853
C27 3.504 -4.343 -0.148
C28 2.578 -3.369 -0.487
C29 2.299 0.361 -2.969
C30 3.546 0.809 -2.529
C31 4.148 1.918 -3.105
C32 3.509 2.602 -4.130
C33 2.268 2.171 -4.576
C34 1.672 1.058 -3.999
C35 0.060 -2.026 -3.088
C36 -0.881 -2.760 -2.367
C37 -1.919 -3.413 -3.012
C38 -2.020 -3.346 -4.395
C39 -1.079 -2.632 -5.126
C40 -0.044 -1.974 -4.476
H28 4.251 -1.930 -3.063
H29 5.880 -3.661 -2.461
H30 5.417 -5.208 -0.588
H31 3.289 -5.028 0.662
H32 1.642 -3.320 0.066
H33 4.063 0.288 -1.731
H34 5.117 2.247 -2.753
H35 3.981 3.462 -4.586
H36 1.770 2.692 -5.384
H37 0.709 0.728 -4.377
H38 -0.811 -2.825 -1.288
H39 -2.641 -3.970 -2.429
H40 -2.827 -3.857 -4.906
H41 -1.143 -2.598 -6.206
H42 0.693 -1.441 -5.069

Atomic forces in eV per Å
0.10 0.23 0.39
-0.21 -0.09 -0.10
-0.10 -0.09 -0.26
0.02 -0.03 0.00
0.11 0.11 0.04
0.02 0.10 0.05
-0.05 0.01 0.12
0.03 0.03 -0.07
0.00 0.05 -0.03
-0.02 -0.12 0.05
0.01 0.03 -0.07
0.01 -0.22 0.10
0.06 -0.02 0.02
-0.02 0.12 -0.07
-0.08 0.12 -0.09
0.01 -0.01 -0.02
0.00 0.00 0.00
0.00 0.00 0.00
0.00 0.02 -0.01
0.34 0.04 -0.08
-0.01 -0.05 0.00
0.00 0.00 0.03
0.01 0.02 0.01
0.00 0.01 0.00
0.01 0.02 -0.02
-0.05 -0.04 -0.06
-0.01 0.00 0.00
0.00 -0.01 0.00
-0.01 0.00 0.00
-0.01 0.00 0.00
0.02 0.01 0.02
0.03 -0.03 0.17
-0.04 0.00 -0.01
-0.08 0.03 -0.06
0.01 0.14 0.14
-0.02 0.16 -0.02
-0.01 0.01 -0.05
0.01 -0.01 0.02
-0.04 -0.03 0.05
0.00 -0.04 0.02
0.00 0.01 0.02
-0.01 -0.02 0.01
-0.04 0.05 -0.01
0.02 0.00 0.03
-0.01 -0.01 -0.02
0.09 0.05 -0.03
-0.02 0.02 0.00
-0.09 -0.15 0.07
-0.01 -0.01 -0.01
-0.01 0.00 -0.01
0.00 0.00 0.00
-0.01 0.01 0.00
-0.01 0.03 -0.02
-0.01 0.01 0.00
0.00 0.01 0.00
0.01 0.01 0.01
0.00 0.01 0.01
-0.01 0.00 0.00
-0.01 -0.02 -0.01
0.00 -0.02 -0.01
0.05 -0.04 -0.01
0.02 0.03 0.04
-0.12 -0.19 -0.24
0.14 -0.04 0.02
0.09 0.07 -0.20
0.01 0.02 0.02
0.00 0.00 0.01
-0.02 -0.01 0.02
0.03 -0.02 0.00
-0.21 0.01 0.11
0.06 -0.07 0.08
0.02 0.01 0.02
0.00 0.02 0.00
0.00 0.00 0.00
0.02 0.02 -0.01
-0.19 -0.02 -0.03
-0.05 0.02 0.08
0.06 -0.14 -0.02
0.05 -0.04 -0.08
-0.01 0.00 0.03
-0.03 0.00 -0.03
0.12 0.03 -0.11
-0.02 0.01 -0.01
0.00 0.01 0.00
0.00 0.00 -0.01
-0.01 0.00 -0.01
0.06 0.00 -0.02
0.00 -0.03 0.03
0.00 0.00 0.00
0.00 0.00 0.00
0.00 0.01 0.01
0.05 0.01 0.03
-0.02 -0.03 -0.02
0.00 -0.02 0.02
0.01 -0.01 -0.01
0.00 0.00 0.00
-0.02 -0.03 0.05

DFT (ωB97M-V/def2-TZVPD) results for a molecular structure, C37H34ClN3O4P2PdS.

Computed properties:
Kohn-Sham gap, eV: 5.2
Total charge: -2
Energy, Eh: -3564.3832
Max |F|, eV Å⁻¹: 0.58

Atoms and positions in Å:
Pd1 -0.716 1.891 -0.394
C1 2.303 0.513 -0.101
N1 1.891 -0.641 0.679
C2 0.479 -0.889 0.949
P1 -0.749 -0.300 -0.337
C3 -0.457 -1.502 -1.694
C4 -1.392 -1.495 -2.733
C5 -1.261 -2.377 -3.793
C6 -0.182 -3.252 -3.854
C7 0.761 -3.251 -2.837
C8 0.619 -2.386 -1.756
C9 -2.189 -1.102 0.481
C10 -3.087 -0.287 1.164
C11 -4.157 -0.844 1.850
C12 -4.347 -2.218 1.847
C13 -3.474 -3.036 1.142
C14 -2.400 -2.479 0.464
C15 2.825 -1.534 1.157
C16 2.532 -2.374 2.250
C17 3.466 -3.275 2.730
C18 4.727 -3.382 2.160
C19 5.028 -2.564 1.080
C20 4.103 -1.662 0.578
P2 1.577 2.170 0.397
C21 2.467 3.074 -0.944
C22 3.734 3.635 -0.800
C23 4.351 4.277 -1.866
C24 3.714 4.356 -3.096
C25 2.456 3.792 -3.253
C26 1.835 3.161 -2.185
C27 2.654 2.612 1.829
C28 2.473 3.895 2.356
C29 3.183 4.306 3.473
C30 4.063 3.434 4.106
C31 4.227 2.150 3.610
C32 3.529 1.743 2.477
H1 2.036 0.403 -1.160
H2 3.386 0.606 -0.047
H3 0.146 -0.396 1.872
H4 0.338 -1.963 1.079
H5 -2.235 -0.808 -2.699
H6 -2.016 -2.374 -4.570
H7 -0.078 -3.934 -4.691
H8 1.606 -3.929 -2.874
H9 1.359 -2.411 -0.966
H10 -2.958 0.788 1.120
H11 -4.864 -0.197 2.354
H12 -5.196 -2.651 2.365
H13 -3.640 -4.107 1.106
H14 -1.729 -3.119 -0.099
H15 1.573 -2.294 2.742
H16 3.202 -3.895 3.580
H17 5.454 -4.087 2.543
H18 5.997 -2.635 0.600
H19 4.364 -1.075 -0.290
H20 4.243 3.583 0.154
H21 5.332 4.718 -1.731
H22 4.192 4.863 -3.927
H23 1.942 3.859 -4.204
H24 0.840 2.745 -2.301
H25 1.766 4.564 1.878
H26 3.038 5.308 3.859
H27 4.608 3.752 4.987
H28 4.899 1.455 4.100
H29 3.680 0.733 2.113
O1 -1.457 4.432 1.210
Cl1 -0.962 5.122 0.046
O2 -1.776 6.273 -0.242
O3 0.411 5.528 0.267
O4 -1.001 4.216 -1.102
C33 -7.728 -1.979 0.261
C34 -6.612 -1.999 -0.752
C35 -6.243 -3.188 -1.382
C36 -5.200 -3.075 -2.288
N2 -4.576 -1.947 -2.560
C37 -4.973 -0.819 -1.888
S1 -4.152 0.642 -2.164
N3 -6.009 -0.852 -0.988
H30 -8.629 -2.454 -0.134
H31 -7.947 -0.948 0.532
H32 -7.434 -2.525 1.162
H33 -6.735 -4.131 -1.178
H34 -4.849 -3.954 -2.828

Atomic forces in eV per Å
0.53 0.12 0.19
0.02 0.00 0.04
0.01 -0.01 0.06
0.04 0.01 -0.04
-0.31 -0.09 -0.07
0.07 0.05 -0.02
0.06 -0.04 0.01
0.03 -0.01 -0.01
-0.02 0.01 -0.01
0.01 0.00 0.02
0.03 -0.01 0.00
0.04 -0.04 0.00
-0.04 -0.01 -0.01
0.01 0.02 -0.01
0.00 -0.02 0.00
-0.01 0.01 0.02
0.02 0.01 0.03
-0.02 0.01 -0.01
0.02 0.01 0.00
-0.01 0.00 0.00
0.00 0.00 0.00
0.00 0.01 0.00
-0.01 0.00 0.01
-0.13 0.03 -0.27
0.03 -0.02 0.03
-0.01 0.00 -0.02
0.00 0.00 -0.01
0.00 0.00 0.01
-0.02 -0.01 0.01
0.02 0.04 -0.01
-0.12 -0.08 0.05
0.02 0.00 0.03
0.00 0.00 -0.03
0.01 -0.01 0.01
0.00 0.02 0.00
0.04 -0.03 0.00
-0.02 0.00 0.00
0.00 0.00 -0.02
-0.02 -0.01 0.01
0.01 -0.01 -0.01
0.03 -0.02 -0.01
-0.01 0.00 0.01
0.00 0.00 0.00
0.00 0.00 0.00
0.00 0.00 0.00
0.01 0.01 0.00
0.00 0.00 0.00
0.00 0.00 0.00
0.00 0.00 0.00
-0.01 0.00 0.00
0.00 0.00 0.00
0.00 0.00 0.00
0.00 0.00 0.00
0.00 0.00 0.00
0.00 0.00 0.00
0.00 0.00 0.01
0.00 0.00 0.00
0.00 0.00 0.00
0.00 0.00 0.00
-0.01 0.01 0.00
-0.02 0.03 -0.01
0.00 0.00 0.00
0.00 0.00 0.00
0.00 0.00 0.00
-0.01 0.04 0.01
-0.02 0.02 0.01
0.03 -0.05 -0.11
0.08 0.01 0.02
-0.03 0.06 0.01
-0.10 -0.05 0.12
0.00 0.00 0.01
0.00 0.01 0.00
0.01 0.00 0.00
0.00 0.00 0.00
-0.02 0.02 0.03
-0.01 -0.06 -0.03
-0.23 0.03 0.00
0.02 0.00 -0.02
0.00 0.00 0.00
0.00 0.00 0.00
0.00 0.01 -0.01
0.00 0.00 0.00
0.00 0.00 0.00

DFT (ωB97M-V/def2-TZVPD) results for 2 unconnected molecules or ions with the total composition H3NO2S.

Computed properties:
Kohn-Sham gap (spin up / spin down), eV: 8.4 / 9.1
Energy above the lowest of the compared OMol25 structures with the same formula, charge and spin, eV: 3.2865
Total charge: 0
Energy, Eh: -605.0921
Max |F|, eV Å⁻¹: 1.14

Atoms and positions in Å:
N1 -1.551 0.243 -0.529
O1 1.923 -1.081 -0.120
O2 0.085 0.566 0.532
S1 1.365 0.461 -0.198
H1 -1.733 1.220 -0.735
H2 -2.128 -0.001 0.271
H3 2.039 -1.408 0.778

Atomic forces in eV per Å
-0.13 -0.65 -0.75
-0.26 0.26 -0.45
-0.46 0.23 0.73
1.01 -0.44 -0.28
-0.06 0.30 0.23
-0.08 0.15 0.24
-0.02 0.16 0.29

> Which formula does entry 3 have?

H3NO2S

Copy entry 3 word for word.
DFT (ωB97M-V/def2-TZVPD) results for 2 unconnected molecules or ions with the total composition H3NO2S.

Computed properties:
Kohn-Sham gap (spin up / spin down), eV: 8.4 / 9.1
Energy above the lowest of the compared OMol25 structures with the same formula, charge and spin, eV: 3.2865
Total charge: 0
Energy, Eh: -605.0921
Max |F|, eV Å⁻¹: 1.14

Atoms and positions in Å:
N1 -1.551 0.243 -0.529
O1 1.923 -1.081 -0.120
O2 0.085 0.566 0.532
S1 1.365 0.461 -0.198
H1 -1.733 1.220 -0.735
H2 -2.128 -0.001 0.271
H3 2.039 -1.408 0.778

Atomic forces in eV per Å
-0.13 -0.65 -0.75
-0.26 0.26 -0.45
-0.46 0.23 0.73
1.01 -0.44 -0.28
-0.06 0.30 0.23
-0.08 0.15 0.24
-0.02 0.16 0.29

> Look up the max |F| of the first one.

0.47 eV Å⁻¹